Run w
# C3H9N2S

A structure of composition C3H9N2S (ωB97M-V/def2-TZVPD, OMol25).

Highest occupied orbital energy ... -13.51 eV
Net charge ... +1

Each line ends with the Mulliken charge.
Atoms and positions in Å:
C: -0.686 0.625 -0.878  -0.12
C: 0.921 -2.108 -0.249  -0.88
C: 0.549 0.463 0.513  -0.10
N: -1.646 1.412 -0.507  -0.36
N: 0.205 1.324 1.549  -0.50
S: -0.425 -1.118 0.585  0.02
H: -0.462 -0.095 -1.618  0.42
H: 0.640 -2.119 -1.215  0.35
H: 0.877 -2.978 0.367  0.35
H: 1.939 -1.665 -0.173  0.34
H: 1.564 0.454 0.087  0.45
H: -2.526 1.169 -0.910  0.24
H: -0.774 1.376 1.745  0.26
H: -1.495 2.320 -0.092  0.28
H: 0.821 2.100 1.614  0.24

***

Run x
# C3H9N2S

The ion C3H9N2S with charge +1 (ωB97M-V/def2-TZVPD, OMol25).

Highest occupied orbital energy ... -12.84 eV
Net charge ... +1
SMILES ... C[NH2+][C@@H](N)C=S

Each line ends with the Mulliken charge.
Atoms and positions in Å:
C: 1.707 0.563 -0.063  -0.94
N: 0.777 -0.598 0.006  -0.26
C: -0.798 -0.404 -0.422  0.06
N: -1.529 -1.380 0.204  -0.49
C: -0.940 1.073 0.137  -0.48
S: -1.094 2.481 -0.592  -0.08
H: 1.603 1.295 0.678  0.41
H: 2.765 0.318 0.067  0.34
H: 1.531 1.264 -0.961  0.37
H: 0.579 -1.068 0.973  0.39
H: 1.071 -1.165 -0.842  0.38
H: -1.008 -0.323 -1.457  0.44
H: -1.594 -1.542 1.298  0.24
H: -2.334 -1.613 -0.191  0.23
H: -0.736 1.099 1.165  0.39

***

Stability ranking, top and bottom: run w is the most stable and run x is the least stable.

***

Run w
# C8H32O8

A cluster of 8 separate species, C8H32O8 in total (ωB97M-V/def2-TZVPD, OMol25).

Highest occupied orbital energy ... -9.89 eV
SMILES ... CCO.CCO.CCO.CCO.O.O.O.O

Each line ends with the Mulliken charge.
Atoms and positions in Å:
C: 0.886 -2.949 1.123  -0.55
C: 0.672 -4.271 1.842  -0.36
O: 1.776 -5.134 1.716  -0.53
H: 1.223 -3.103 0.092  0.09
H: 1.636 -2.280 1.550  0.29
H: -0.020 -2.350 1.016  0.19
H: -0.215 -4.749 1.407  0.31
H: 0.392 -4.056 2.882  0.23
H: 1.495 -6.011 1.462  0.32
C: 0.714 1.231 1.124  -1.19
C: -0.663 0.698 0.774  0.20
O: -0.493 -0.172 -0.346  -0.32
H: 0.723 1.883 1.994  0.42
H: 1.228 1.666 0.264  0.15
H: 1.385 0.376 1.270  0.23
H: -1.308 1.523 0.444  0.35
H: -1.163 0.153 1.578  0.17
H: -1.334 -0.594 -0.559  0.17
C: -1.099 5.189 -0.888  -1.00
C: 0.079 4.642 -0.079  0.07
O: -0.210 4.498 1.303  -0.53
H: -1.991 4.567 -0.915  0.30
H: -0.709 5.337 -1.898  0.32
H: -1.352 6.147 -0.433  0.26
H: 0.920 5.326 -0.208  0.34
H: 0.440 3.677 -0.450  -0.02
H: -0.549 3.615 1.467  0.25
C: 2.100 -0.239 -2.841  -0.71
C: 2.490 -1.683 -3.161  -0.22
O: 1.688 -2.223 -4.239  -0.54
H: 1.044 -0.182 -2.563  0.01
H: 2.437 0.449 -3.615  0.40
H: 2.512 0.160 -1.906  0.29
H: 2.222 -2.339 -2.335  0.13
H: 3.541 -1.665 -3.452  0.32
H: 1.908 -1.694 -5.016  0.29
O: -2.277 -0.133 4.419  -0.68
H: -2.987 -0.134 3.764  0.31
H: -1.902 -1.021 4.382  0.31
O: -3.106 -1.239 -1.432  -0.66
H: -3.976 -1.636 -1.542  0.29
H: -2.493 -1.838 -1.888  0.34
O: -1.081 2.455 4.230  -0.62
H: -1.301 1.504 4.260  0.39
H: -1.450 2.821 5.039  0.28
O: -0.983 -2.202 -3.174  -0.69
H: -0.665 -1.293 -3.143  0.33
H: -0.184 -2.725 -3.318  0.31

***

Run x
# C8H32O8

A cluster of 8 separate species, C8H32O8 in total (ωB97M-V/def2-TZVPD, OMol25).

Highest occupied orbital energy ... -9.90 eV
SMILES ... CO.CO.CO.CO.CO.CO.CO.CO

Each line ends with the Mulliken charge.
Atoms and positions in Å:
C: -1.332 -2.603 2.985  -0.56
O: -0.473 -3.130 2.045  -0.47
H: -1.598 -3.362 3.721  0.31
H: -0.772 -1.808 3.478  0.25
H: -2.258 -2.247 2.534  0.15
H: 0.370 -3.235 2.492  0.36
C: 2.677 -1.776 2.882  -0.43
O: 2.279 -3.141 2.813  -0.55
H: 2.361 -1.297 1.955  0.04
H: 2.229 -1.235 3.715  0.26
H: 3.763 -1.707 2.946  0.38
H: 2.824 -3.554 2.139  0.28
C: 2.186 -2.314 -2.133  -0.57
O: 2.560 -1.837 -3.403  -0.52
H: 1.152 -2.639 -2.016  0.27
H: 2.744 -3.213 -1.873  0.36
H: 2.371 -1.594 -1.336  0.15
H: 3.351 -1.327 -3.210  0.32
C: 2.219 1.765 -2.819  -0.61
O: 1.430 2.638 -1.965  -0.55
H: 2.290 2.190 -3.821  0.34
H: 3.244 1.790 -2.450  0.27
H: 1.830 0.766 -3.014  0.20
H: 0.702 2.141 -1.584  0.41
C: -4.013 2.491 -2.447  -0.63
O: -3.540 1.668 -1.464  -0.43
H: -5.083 2.349 -2.600  0.27
H: -3.791 3.513 -2.139  0.22
H: -3.467 2.266 -3.363  0.26
H: -3.883 0.786 -1.627  0.34
C: -3.310 -1.476 -0.528  -0.45
O: -3.706 -1.144 -1.859  -0.57
H: -2.937 -2.497 -0.446  0.36
H: -2.535 -0.820 -0.133  -0.02
H: -4.104 -1.293 0.196  0.38
H: -2.973 -1.425 -2.412  0.30
C: 1.250 4.128 2.215  -0.47
O: 0.816 3.085 3.103  -0.48
H: 2.273 4.454 2.398  0.24
H: 1.158 3.772 1.189  0.13
H: 0.730 5.082 2.302  0.29
H: -0.142 3.128 3.059  0.29
C: 0.483 0.352 0.261  -0.75
O: -0.293 0.522 -0.914  -0.54
H: 0.177 1.096 0.997  0.44
H: 0.383 -0.655 0.665  0.24
H: 1.519 0.608 0.038  0.30
H: -1.162 0.739 -0.569  0.22

***

Stability ranking, top and bottom: run w is the most stable and run x is the least stable.